Entry 1:
A cluster of 8 separate species, C22H40BCl6F4O8S2 in total at a distorted geometry, computed with ωB97M-V with the def2-TZVPD basis set.

The geometry in XYZ format:
```
83
Properties=species:S:1:pos:R:3:forces:R:3
B 15.58421 17.38275 12.40512 -0.1 0.4 -0.1
F 15.37389 17.90123 11.08985 0.0 -0.3 0.4
F 16.90701 17.70197 12.79969 -0.3 -0.2 0.0
F 14.66476 18.01596 13.28114 0.3 -0.3 -0.2
F 15.37718 15.98878 12.40292 0.1 0.2 0.0
C 11.55019 14.69692 8.69908 -0.2 0.5 -0.1
C 11.60919 15.60919 9.94492 0.8 0.3 -0.4
C 13.02961 16.18874 9.98643 0.8 0.1 0.7
S 13.62207 16.33002 8.29917 -0.2 -1.3 0.3
O 14.75639 15.47144 8.03357 0.1 0.3 0.2
O 13.68686 17.72503 7.94909 -0.1 0.1 -0.4
C 12.18531 15.51776 7.59140 -0.5 1.5 -0.4
H 10.51013 14.53790 8.41621 0.0 -0.5 0.1
H 12.07301 13.75825 8.87222 -0.1 -0.1 0.0
H 11.43342 15.04996 10.85850 -0.3 0.1 0.1
H 10.92311 16.45153 9.84343 -0.3 -0.3 0.1
H 13.69616 15.56541 10.58619 0.2 -0.2 -0.4
H 13.20612 17.18152 10.40596 -0.6 0.0 0.0
H 12.39209 15.11612 6.60321 0.3 -0.5 0.3
H 11.52755 16.37873 7.39311 -0.1 -0.2 0.1
C 15.55702 22.19221 11.49006 0.5 1.0 -0.1
C 15.32171 20.87693 12.23170 -0.8 0.1 -1.1
C 15.21210 21.23850 13.69347 0.6 -0.5 0.6
S 14.34369 22.81999 13.76250 0.9 -0.3 -0.9
O 15.21404 23.76260 14.42038 -0.2 0.3 0.2
O 12.97508 22.66499 14.17075 -0.2 0.0 0.2
C 14.43943 23.11868 11.96259 -0.4 -0.6 0.5
H 15.54867 22.14283 10.39874 -0.2 -0.4 0.1
H 16.52280 22.65825 11.73192 -0.1 -0.3 0.2
H 16.03530 20.09880 11.98005 0.2 0.0 0.4
H 14.35507 20.51122 11.85776 0.1 -0.2 0.2
H 16.21297 21.37906 14.11146 -0.1 0.4 -0.1
H 14.75225 20.49148 14.33819 -0.4 0.0 -0.3
H 14.54852 24.18431 11.79162 0.1 0.0 0.0
H 13.49394 22.74297 11.56418 -0.1 0.3 0.0
O 16.94356 13.73018 15.70565 -1.2 -1.2 0.4
C 17.89923 14.25520 15.24837 0.5 1.5 0.2
O 18.87583 13.59774 14.60984 0.4 -0.6 0.2
C 19.93342 14.49621 14.28215 0.6 0.6 -1.1
C 19.25269 15.84851 14.20162 -0.2 0.6 0.1
C 18.20427 15.75341 15.31320 0.6 -1.1 -1.0
H 20.34549 14.20783 13.31583 -0.1 -0.2 0.0
H 20.77735 14.48250 14.97669 -0.4 -0.3 0.5
H 18.75470 15.95458 13.23820 -0.1 -0.1 0.0
H 19.91406 16.70478 14.27532 0.2 -0.1 0.2
H 17.29894 16.29536 15.07952 -0.1 0.3 0.3
H 18.64078 15.93585 16.29530 -0.3 0.3 0.1
O 19.19039 12.65840 10.73753 0.6 -0.1 0.1
C 18.04053 12.38893 10.87478 -0.8 0.4 0.3
O 17.40065 11.53494 10.03341 -0.2 -0.7 0.2
C 15.98840 11.52173 10.30812 -0.3 0.8 0.0
C 15.76000 12.83473 11.06249 -1.0 -0.4 0.4
C 17.02396 12.96980 11.87997 1.5 0.3 -1.0
H 15.61005 10.69257 10.91826 0.8 -0.3 -0.1
H 15.48571 11.48383 9.34250 0.0 0.0 0.0
H 14.83683 12.80283 11.64961 0.1 0.0 0.0
H 15.66544 13.64339 10.33827 0.2 0.2 0.1
H 17.19392 12.44420 12.82134 -0.7 -0.2 0.0
H 17.33244 13.99703 12.05379 -0.2 0.1 0.1
Cl 18.26679 17.66478 8.80214 0.1 0.0 -0.1
C 16.68507 18.47497 8.62682 -0.2 -0.3 -0.4
C 16.39569 18.82175 7.18898 -0.1 -0.4 -0.4
Cl 17.62093 19.92547 6.49416 -0.1 0.1 -0.1
H 16.65832 19.30852 9.31788 0.0 0.1 0.0
H 15.96534 17.72499 8.90815 -0.1 0.1 0.3
H 15.40481 19.23763 7.02817 0.1 0.5 0.5
H 16.34451 17.91362 6.58599 0.5 0.0 0.0
Cl 20.07355 20.95330 12.31718 0.0 0.0 0.0
C 19.57873 19.38315 11.62053 0.1 -0.7 0.7
C 20.76640 18.56169 11.14192 -0.5 0.9 -0.5
Cl 21.64412 17.83495 12.50555 0.2 -0.1 0.0
H 18.82245 19.57224 10.86914 0.2 0.0 -0.3
H 19.10733 18.79837 12.40859 -0.3 0.3 0.1
H 21.46225 19.21282 10.61844 0.1 -0.2 -0.1
H 20.39135 17.78884 10.47473 0.2 -0.1 0.2
Cl 11.81189 15.83853 16.91403 0.0 0.0 -0.1
C 13.49078 16.28880 16.43153 -0.3 -0.5 0.1
C 14.46561 15.28881 16.98901 -0.1 0.7 0.8
Cl 14.57318 15.42604 18.79030 -0.2 -0.1 0.0
H 13.62795 17.30049 16.78731 0.2 0.1 -0.1
H 13.52491 16.22148 15.35030 0.0 0.3 -0.2
H 15.48393 15.51063 16.70698 0.0 -0.2 -0.6
H 14.14273 14.28606 16.74755 0.3 -0.2 0.0
```
Forces are in eV/Å.

The value obtained for the max |F| is 1.84 eV/A. Its energy is -5446.41913 hartree. The HOMO-LUMO gap is 9.94 eV. As for the charge: -1.

Just the Löwdin charges please, in e? Sure, here they are:
1. B -1.23
2. F 0.07
3. F 0.09
4. F 0.09
5. F 0.10
6. C -0.21
7. C -0.19
8. C -0.22
9. S 0.67
10. O -0.32
11. O -0.32
12. C -0.24
13. H 0.11
14. H 0.12
15. H 0.11
16. H 0.12
17. H 0.10
18. H 0.10
19. H 0.11
20. H 0.10
21. C -0.23
22. C -0.22
23. C -0.22
24. S 0.67
25. O -0.34
26. O -0.33
27. C -0.22
28. H 0.11
29. H 0.12
30. H 0.10
31. H 0.13
32. H 0.11
33. H 0.10
34. H 0.10
35. H 0.10
36. O 0.12
37. C -0.51
38. O 0.03
39. C -0.16
40. C -0.17
41. C -0.05
42. H 0.12
43. H 0.13
44. H 0.11
45. H 0.07
46. H 0.11
47. H 0.13
48. O 0.12
49. C -0.48
50. O 0.02
51. C -0.16
52. C -0.16
53. C -0.06
54. H 0.12
55. H 0.12
56. H 0.12
57. H 0.11
58. H 0.13
59. H 0.11
60. Cl 0.61
61. C -0.64
62. C -0.67
63. Cl 0.51
64. H 0.06
65. H 0.02
66. H 0.06
67. H 0.07
68. Cl 0.53
69. C -0.67
70. C -0.66
71. Cl 0.57
72. H 0.04
73. H 0.04
74. H 0.06
75. H 0.03
76. Cl 0.50
77. C -0.63
78. C -0.64
79. Cl 0.50
80. H 0.07
81. H 0.07
82. H 0.04
83. H 0.07

---

Entry 2:
A structure of composition C26H43Cl2InN2O3PS at a distorted geometry, computed with ωB97M-V with the def2-TZVPD basis set.

The geometry in XYZ format:
```
79
Properties=species:S:1:pos:R:3:forces:R:3
C -4.49912 3.48796 4.93220 0.5 1.6 0.0
C -3.58138 4.04067 3.64741 0.9 -0.7 0.6
Cl -4.32213 5.35198 2.60521 1.3 -2.3 1.7
C -2.21648 3.52826 3.38492 -1.9 1.2 1.5
Cl -1.67012 2.24144 4.66928 -0.8 2.2 -2.3
C -1.17175 3.99114 2.20865 0.7 -3.2 0.0
P -0.26704 5.44073 3.04666 -0.8 -0.1 -3.0
C 1.61116 5.36770 2.98696 1.5 -0.6 1.1
C -1.05294 7.13007 2.84254 -0.6 1.7 1.1
N -0.20893 2.76938 2.22343 1.5 -1.2 -1.6
C 0.71727 2.66376 0.99206 2.8 -1.0 -1.9
O 1.76854 1.88419 0.76108 -7.4 5.1 2.0
C 0.02805 3.86903 0.05852 2.6 -1.1 1.3
S 0.39204 3.91755 -1.77119 -0.1 -0.3 0.1
C -1.54616 3.99510 0.61865 0.8 1.5 -2.1
C -2.61833 2.81255 0.25583 -1.5 -0.2 -0.4
C -2.30006 1.91449 -1.06536 1.7 -0.5 -0.3
C -3.25236 0.60388 -1.29356 -0.4 -1.0 -0.7
C -2.40386 -0.76561 -1.74247 0.1 -0.3 -0.3
C -1.42743 -0.52841 -3.03999 0.2 -0.7 -0.6
C 0.16175 -0.31597 -2.67871 0.2 0.3 -0.5
C 1.15595 -1.50719 -3.20648 1.1 0.0 0.2
C 1.32321 -2.71646 -2.08483 0.2 0.4 -0.1
C 2.89531 -2.97716 -1.63740 0.0 -0.2 0.7
C 3.50072 -4.38415 -2.23932 0.3 0.3 -0.1
C 3.75081 -5.54893 -1.07341 -0.1 0.1 -1.0
C 2.33697 -6.34588 -0.72917 0.5 1.0 -0.4
N 2.64866 -7.81808 -0.50927 0.6 -6.6 0.8
C 3.53814 -8.51102 0.51201 -0.9 -2.5 -1.0
C 3.54801 -10.16825 0.40236 -3.1 4.6 -3.4
C 2.52642 -10.47541 -0.85470 0.8 5.3 1.3
C 2.04552 -8.95224 -1.34541 1.6 -2.9 2.1
C -2.07121 5.30103 -0.18645 -2.0 0.5 -1.7
O -1.14392 6.44087 -0.28025 2.9 -5.6 2.4
O -1.74995 7.54104 -0.63779 -1.5 4.8 -1.9
H -3.89420 3.83307 5.90234 -1.1 -1.0 -2.1
H -4.62907 2.32545 4.92832 0.3 2.3 -0.2
H -5.52391 4.08465 4.99150 2.2 -1.5 -0.5
H 1.99452 5.89948 2.00598 -1.1 -0.7 1.9
H 2.05977 5.89420 3.95090 -1.0 -1.0 -2.1
H 1.99569 4.23783 2.97297 -1.1 2.4 0.1
H -2.15992 7.18237 2.46938 2.1 -0.7 0.6
H -1.04748 7.67237 3.90636 0.2 -1.2 -2.2
H -0.40910 7.78876 2.11720 -0.8 -1.4 1.3
H -0.72439 1.85127 2.05800 0.3 1.5 1.1
H 0.71205 4.77703 0.42760 -2.0 -1.4 -0.4
H 1.45699 3.05480 -2.09166 -1.0 0.5 1.2
H -3.65820 3.36370 0.05143 2.2 -1.1 0.6
H -2.84143 2.05308 1.13030 0.7 1.6 -1.4
H -2.25930 2.59292 -2.03913 -0.2 -1.4 2.1
H -1.18734 1.50022 -0.93936 -2.3 0.9 -0.3
H -3.88481 0.31234 -0.33986 1.2 0.8 -1.9
H -3.99960 0.79369 -2.20513 1.5 -0.2 2.2
H -1.75832 -1.19500 -0.85161 -1.2 1.0 -1.6
H -3.13994 -1.65577 -2.04718 1.3 2.3 0.9
H -1.47888 -1.50529 -3.72256 0.0 2.1 1.5
H -1.82505 0.34914 -3.72775 0.8 -1.7 1.5
H 0.54766 0.69571 -3.16795 -0.9 -2.0 1.1
H 0.29012 -0.23726 -1.51746 -0.1 0.0 -2.1
H 0.87423 -1.93217 -4.27548 0.3 1.0 2.3
H 2.24704 -1.04238 -3.32364 -2.4 -0.9 0.2
H 0.90960 -3.73852 -2.51960 0.6 2.2 1.1
H 0.72271 -2.34848 -1.12843 1.1 -1.1 -2.0
H 2.93750 -3.02977 -0.44658 -0.1 0.1 -2.5
H 3.60584 -2.07994 -1.93122 -1.6 -1.8 0.5
H 4.53052 -4.14338 -2.76863 -2.1 -0.7 1.2
H 2.76984 -4.77146 -3.09533 1.6 0.6 1.9
H 4.20731 -5.07196 -0.10328 -0.9 -0.9 -1.9
H 4.53905 -6.31547 -1.52035 -1.8 1.5 1.1
H 1.61136 -6.28262 -1.65869 1.6 -0.3 1.9
H 1.78337 -5.85093 0.19156 1.2 -1.4 -1.8
H 4.18210 -7.97945 1.33554 -1.6 -0.7 -2.1
H 4.14940 -10.94738 1.04687 0.2 2.7 -2.3
H 2.20386 -11.51475 -1.33843 0.8 2.7 1.1
H 1.29346 -8.81148 -2.25797 2.0 0.1 2.4
H -3.10592 5.74380 0.13243 1.9 -1.0 -0.2
H -2.24601 4.94945 -1.31689 0.4 0.4 2.4
H -1.05744 8.08080 -1.15298 -1.3 -1.3 0.8
In 2.76098 -11.86072 2.09643 -1.4 -0.8 0.9
```
Forces are in eV/Å.

The value obtained for the max |F| is 9.20 eV/A. Its energy is -3199.93076 hartree. The HOMO-LUMO gap is 1.00 eV. As for the charge: +3.

Just the Löwdin charges please, in e? Sure, here they are:
1. C -0.10
2. C -0.50
3. Cl 0.71
4. C -0.47
5. Cl 0.65
6. C -0.49
7. P 1.30
8. C -0.19
9. C -0.21
10. N -0.03
11. C -0.25
12. O 0.04
13. C -0.47
14. S 0.81
15. C -0.29
16. C -0.13
17. C -0.20
18. C -0.19
19. C -0.21
20. C -0.20
21. C -0.23
22. C -0.20
23. C -0.20
24. C -0.21
25. C -0.21
26. C -0.17
27. C -0.15
28. N -0.14
29. C 0.00
30. C -0.30
31. C -0.07
32. C -0.01
33. C -0.14
34. O -0.26
35. O -0.01
36. H 0.12
37. H 0.11
38. H 0.11
39. H 0.12
40. H 0.11
41. H 0.11
42. H 0.07
43. H 0.12
44. H 0.11
45. H 0.14
46. H 0.10
47. H -0.06
48. H 0.15
49. H 0.13
50. H 0.12
51. H 0.10
52. H 0.12
53. H 0.13
54. H 0.11
55. H 0.13
56. H 0.12
57. H 0.12
58. H 0.10
59. H 0.09
60. H 0.12
61. H 0.11
62. H 0.11
63. H 0.10
64. H 0.11
65. H 0.11
66. H 0.12
67. H 0.12
68. H 0.11
69. H 0.13
70. H 0.13
71. H 0.14
72. H 0.13
73. H -0.09
74. H 0.11
75. H 0.13
76. H 0.12
77. H 0.16
78. H 0.19
79. In 1.00

---

Entry 3:
A cluster of 9 separate species, C17H52N2O12 in total at a distorted geometry, computed with ωB97M-V with the def2-TZVPD basis set.

The geometry in XYZ format:
```
83
Properties=species:S:1:pos:R:3:forces:R:3
C 15.63685 -12.14735 5.36969 0.5 -1.0 1.4
O 15.18332 -13.21250 5.76704 -0.4 -0.2 -0.2
N 16.53269 -11.45199 6.07279 1.4 0.7 1.6
N 15.36158 -11.59690 4.21745 -0.8 0.9 -2.3
H 16.86464 -11.85788 6.93602 -0.1 0.2 -0.2
H 16.86121 -10.53054 5.82164 -0.1 -0.3 0.1
H 14.58523 -11.96681 3.68778 0.4 0.3 -0.2
H 15.90436 -10.78401 3.96306 -0.6 -0.2 -0.5
C 12.11590 -10.54227 5.03182 0.5 -0.2 -0.1
C 12.80187 -9.84374 6.19168 0.2 2.0 -0.3
O 12.09416 -8.61080 6.56124 -0.1 -1.5 -0.4
H 11.05723 -10.71752 5.22311 0.2 -0.3 0.0
H 12.69758 -11.43029 4.78450 -0.5 -0.7 0.7
H 12.20771 -10.08083 4.04859 -0.2 1.1 0.3
H 13.79217 -9.50352 5.88893 0.3 -0.1 -0.4
H 13.03286 -10.44610 7.07026 -0.7 -0.4 0.0
H 12.65822 -8.18608 7.21167 0.2 0.3 0.1
C 12.52447 -16.97711 5.47264 -0.8 0.3 -1.3
C 11.76961 -17.33425 6.74024 1.3 0.4 -1.5
O 12.74553 -17.29282 7.72904 -0.1 -1.0 2.0
H 12.97465 -15.98629 5.53355 -0.2 0.2 0.1
H 11.81851 -17.00268 4.64257 0.0 0.3 -0.3
H 13.33815 -17.63105 5.15896 -0.1 -0.4 0.6
H 11.32512 -18.32048 6.60652 0.2 -0.2 0.6
H 10.94898 -16.63695 6.90886 -0.1 0.2 0.1
H 13.32642 -16.53733 7.61333 -0.1 0.4 -0.2
C 18.51926 -10.69642 9.85601 -0.2 -0.8 0.1
C 17.36971 -9.94515 10.44166 -0.1 -1.1 -0.2
O 17.59597 -8.57760 10.28896 -0.1 0.9 0.5
H 19.43711 -10.34148 10.32469 0.2 0.1 -0.6
H 18.46954 -10.68183 8.76724 0.6 0.3 0.0
H 18.40969 -11.74214 10.14338 0.1 -0.2 0.0
H 17.31024 -10.26406 11.48227 -0.3 0.3 0.3
H 16.44705 -10.23036 9.93623 -0.3 -0.1 0.1
H 17.10929 -8.18153 11.01551 0.0 0.5 -0.1
C 13.86183 -12.35742 8.93245 -0.3 -0.7 0.6
C 13.09966 -13.50359 8.20511 -2.0 2.2 2.2
O 13.97618 -14.38104 7.74791 1.9 -2.6 -1.4
H 13.24245 -11.58452 9.38751 -0.2 0.0 -0.2
H 14.63981 -11.89507 8.32493 -0.3 0.1 -0.5
H 14.41735 -12.81548 9.75079 0.0 0.0 0.0
H 12.38877 -13.11745 7.47462 0.1 0.3 -0.6
H 12.46107 -14.09521 8.86108 -0.2 0.5 0.7
H 14.48939 -13.89228 7.10035 0.8 -0.3 -0.7
C 10.12629 -13.76725 5.11439 0.2 0.2 1.0
C 8.94631 -13.20016 4.38664 -0.4 0.4 0.2
O 7.72658 -13.93627 4.63516 0.7 0.5 -0.4
H 10.53799 -14.68664 4.69805 -0.1 0.0 0.1
H 9.80173 -13.88655 6.14810 -0.1 -0.7 0.1
H 10.91126 -13.02613 5.26487 0.2 0.0 -0.7
H 9.16343 -13.03699 3.33101 -0.3 -0.3 -0.3
H 8.77512 -12.20342 4.79319 -0.3 0.0 0.0
H 7.81678 -14.81043 4.24875 0.0 -0.1 -0.1
C 13.33362 -7.96682 9.70875 -0.9 -0.2 1.2
C 11.90105 -7.45355 10.01932 1.0 -1.9 0.4
O 12.00386 -6.12852 10.35896 -0.2 1.9 -0.8
O 13.90570 -7.46540 8.47747 -0.7 -0.8 1.0
H 13.32894 -9.04690 9.85537 0.3 -0.3 -1.2
H 13.90724 -7.65483 10.58151 0.4 0.4 -0.2
H 11.51579 -7.91113 10.93052 0.1 -0.7 -0.2
H 11.21662 -7.63627 9.19090 -0.1 -0.1 -0.1
H 12.14039 -5.77796 9.47574 0.0 1.3 0.2
H 14.10154 -6.54280 8.65645 0.2 0.1 -0.1
C 12.16647 -15.88823 12.91785 1.9 0.4 -0.4
C 12.61132 -15.13182 11.60032 -0.3 -1.5 0.8
O 12.39811 -13.74696 11.66789 -0.3 0.1 -0.1
O 13.10849 -15.56686 13.99377 -1.2 -0.1 -0.7
H 12.21258 -16.96966 12.78935 0.0 -0.1 -0.5
H 11.14125 -15.68988 13.23041 0.2 0.5 0.1
H 12.16089 -15.60533 10.72797 -0.6 0.1 -0.1
H 13.66732 -15.27037 11.36845 0.3 -0.1 0.6
H 11.44648 -13.63318 11.61269 -0.1 0.5 0.0
H 13.89222 -16.06098 13.74233 0.2 0.0 0.2
C 16.96937 -13.15605 13.44864 1.9 0.4 0.3
C 15.57131 -13.42971 13.16110 -1.5 0.0 -0.7
O 15.10511 -12.64966 12.04640 0.8 -0.3 0.3
O 17.88360 -13.51953 12.37270 -1.0 0.3 1.1
H 17.21437 -13.71843 14.34965 0.3 -0.3 -0.2
H 17.09200 -12.11695 13.75416 0.2 0.3 -0.3
H 14.96177 -13.17104 14.02693 0.0 -0.3 0.2
H 15.50929 -14.49887 12.95829 -0.4 -0.1 -0.1
H 14.24859 -13.00239 11.79430 -0.4 0.1 0.0
H 17.40286 -13.24115 11.58976 0.0 0.0 -0.4
```
Forces are in eV/Å.

The value obtained for the max |F| is 3.72 eV/A. Its energy is -1691.17304 hartree. The HOMO-LUMO gap is 9.90 eV. As for the SMILES: NC(N)=O.OCCO.OCCO.OCCO.CCO.CCO.CCO.CCO.CCO. As for the charge: 0.

Just the Löwdin charges please, in e? Sure, here they are:
1. C -0.71
2. O 0.04
3. N 0.18
4. N 0.18
5. H 0.11
6. H 0.11
7. H 0.12
8. H 0.12
9. C -0.08
10. C -0.27
11. O -0.10
12. H 0.07
13. H 0.04
14. H 0.08
15. H 0.10
16. H 0.09
17. H 0.01
18. C -0.10
19. C -0.32
20. O -0.08
21. H 0.07
22. H 0.06
23. H 0.08
24. H 0.11
25. H 0.10
26. H 0.05
27. C -0.08
28. C -0.36
29. O -0.06
30. H 0.09
31. H 0.07
32. H 0.06
33. H 0.11
34. H 0.10
35. H 0.08
36. C -0.06
37. C -0.36
38. O -0.06
39. H 0.07
40. H 0.05
41. H 0.05
42. H 0.10
43. H 0.10
44. H 0.02
45. C -0.09
46. C -0.32
47. O -0.08
48. H 0.07
49. H 0.08
50. H 0.04
51. H 0.11
52. H 0.11
53. H 0.07
54. C -0.20
55. C -0.27
56. O -0.04
57. O -0.06
58. H 0.11
59. H 0.11
60. H 0.13
61. H 0.12
62. H 0.08
63. H 0.09
64. C -0.17
65. C -0.23
66. O -0.07
67. O -0.09
68. H 0.11
69. H 0.11
70. H 0.11
71. H 0.12
72. H 0.10
73. H 0.07
74. C -0.25
75. C -0.26
76. O -0.07
77. O -0.06
78. H 0.12
79. H 0.12
80. H 0.13
81. H 0.11
82. H 0.02
83. H 0.05